Record 1
DFT (ωB97M-V/def2-TZVPD) results for an isolated molecule of C5H8N6O.

Structure (XYZ):
```
20
C5H8N6O, DFT ωB97M-V/def2-TZVPD
O 1.95788 0.21251 2.23187
N -0.54894 -0.04154 0.98708
N 2.11455 0.17308 -1.39420
N -2.46808 -0.15935 -0.03705
N 3.80585 0.31094 0.87394
N -0.11101 0.03032 -1.41837
N -1.89160 -0.14696 1.06341
C 1.63920 0.11379 -0.10577
C 1.04639 0.09782 -2.15859
C 0.26844 0.03633 -0.12027
C 2.46723 0.23372 1.09929
C -3.91095 -0.37975 0.11216
H -4.45124 0.45687 -0.37584
H -0.06711 0.04063 1.86924
H -1.07454 -0.03956 -1.70306
H -4.16872 -1.32825 -0.38262
H 1.02471 0.08189 -3.24597
H 4.44487 0.45377 1.62793
H -4.18813 -0.42985 1.16599
H 4.11122 0.28359 -0.08916
```

Results
max |F|: 0.96 eV/A
SMILES: C/N=N/Nc1[nH]cnc1C(N)=O
ΔE to the lowest compared entry with this formula, charge and spin: 0.0 kcal/mol

Mulliken charges, unit e, in atom order:
1. O -0.745
2. N 0.309
3. N -0.716
4. N 0.129
5. N -0.372
6. N -0.031
7. N -0.998
8. C 0.604
9. C -0.409
10. C 0.382
11. C 0.356
12. C -0.807
13. H 0.251
14. H 0.315
15. H 0.226
16. H 0.265
17. H 0.413
18. H 0.235
19. H 0.340
20. H 0.254

=====

Record 2
DFT (ωB97M-V/def2-TZVPD) results for C2H2NO2S as an isolated structure.

Structure (XYZ):
```
8
C2H2NO2S, DFT ωB97M-V/def2-TZVPD
S -0.16888 -1.54229 0.68307
O -1.28188 -1.01330 1.45265
O 0.00907 -3.00603 0.89153
N 1.00672 0.59150 -0.83587
C 0.13827 -1.14394 -1.01094
C -0.17283 0.25988 -1.14399
H -0.90299 0.90193 -1.37797
H 0.91284 -1.02427 1.38507
```

Results
max |F|: 4.08 eV/A
total charge: -1
ΔE to the lowest compared entry with this formula, charge and spin: 130.1 kcal/mol

Mulliken charges, unit e, in atom order:
1. S 0.708
2. O -0.620
3. O -0.599
4. N -0.485
5. C -0.442
6. C -0.089
7. H 0.472
8. H 0.054

=====

Record 3
DFT (ωB97M-V/def2-TZVPD) results for C7H13AsBO2 as an isolated structure.

Structure (XYZ):
```
24
C7H13AsBO2, DFT ωB97M-V/def2-TZVPD
As 2.19813 -0.30709 -0.42520
O 1.02253 0.62605 2.31397
O 3.02043 1.76205 1.60680
C -3.12893 0.55833 -0.66573
C -1.69055 -0.59462 0.82071
C -2.86420 0.07684 0.58006
C -1.08335 -0.32008 -1.43689
C -0.76595 -0.79489 -0.17581
C -2.24449 0.34909 -1.70010
C 0.53564 -1.47410 0.03640
B 2.04221 0.77932 1.36938
H -4.03847 1.11471 -0.87848
H 3.18667 -1.40006 0.20912
H 3.48764 0.54552 -0.82438
H 0.62158 -1.73078 1.10009
H -1.52024 -0.95997 1.82891
H 0.61497 -2.42476 -0.50174
H 1.29985 0.85394 -1.10317
H 2.93124 2.47891 0.96961
H 2.25303 -1.01969 -1.85745
H -0.34361 -0.50256 -2.21057
H 0.45506 1.40813 2.28189
H -3.58358 0.26139 1.37056
H -2.40561 0.71429 -2.70795
```

Results
total energy: -73077.7359 eV
max |F|: 1.83 eV/A
total charge: -1

Mulliken charges, unit e, in atom order:
1. As -0.931
2. O -0.414
3. O -0.600
4. C -0.227
5. C -0.212
6. C -0.642
7. C -0.197
8. C 0.758
9. C -0.677
10. C -1.655
11. B 0.391
12. H 0.319
13. H 0.080
14. H 0.111
15. H 0.364
16. H 0.294
17. H 0.426
18. H 0.086
19. H 0.286
20. H 0.140
21. H 0.341
22. H 0.271
23. H 0.338
24. H 0.346

=====

Record 4
DFT (ωB97M-V/def2-TZVPD) results for an isolated ion of composition C5H13O3SSi and charge +1.

Structure (XYZ):
```
23
C5H13O3SSi, DFT ωB97M-V/def2-TZVPD
S -1.27096 2.07818 0.08887
Si 0.14532 0.54582 -0.14155
O 1.60512 0.65216 0.50368
O -0.75222 -0.70599 0.85442
O 0.09416 -0.29671 -1.82157
C 1.15567 -0.48354 -2.68129
C -0.18200 -1.64673 1.62322
C -2.62210 0.77307 0.09402
C -2.12198 -0.45797 0.89028
C 2.62860 1.67843 0.38590
H 0.30086 -2.37080 0.98683
H 0.63307 -1.48365 2.29220
H -2.91625 0.60529 -0.91399
H -0.96648 -2.19049 2.25360
H 2.31207 2.67909 0.43801
H -3.44956 1.25200 0.68773
H -2.64322 -1.39469 0.56910
H 1.20608 -1.56545 -2.81680
H 2.09442 -0.01011 -2.50625
H -2.56278 -0.43729 1.89838
H 3.10262 1.55094 1.29502
H 0.89838 -0.09962 -3.58791
H 3.31118 1.32805 -0.39189
```

Results
max |F|: 6.80 eV/A
total charge: +1
ΔE to the lowest compared entry with this formula, charge and spin: 0.0 kcal/mol

Mulliken charges, unit e, in atom order:
1. S -0.170
2. Si 0.466
3. O -0.253
4. O 0.080
5. O -0.380
6. C -0.681
7. C -0.781
8. C -0.596
9. C -0.590
10. C -0.734
11. H 0.351
12. H 0.360
13. H 0.359
14. H 0.395
15. H 0.368
16. H 0.394
17. H 0.460
18. H 0.268
19. H 0.263
20. H 0.500
21. H 0.292
22. H 0.329
23. H 0.299

=====

Record 5
DFT (ωB97M-V/def2-TZVPD) results for an isolated molecule of C3H4N2O.

Structure (XYZ):
```
10
C3H4N2O, DFT ωB97M-V/def2-TZVPD
O -1.34340 -1.91592 0.57227
N 1.74312 0.00952 -0.19311
N -1.35523 0.39806 0.54808
C -0.31006 1.05372 0.21293
C 0.68453 0.55405 -0.72043
C -1.55925 -0.87085 0.00608
H 2.44699 -0.40593 -0.79350
H -0.20434 2.08804 0.56130
H 1.91757 -0.08797 0.80851
H -2.01994 -0.82271 -1.00213
```

Results
max |F|: 0.51 eV/A
ΔE to the lowest compared entry with this formula, charge and spin: 69.2 kcal/mol

Mulliken charges, unit e, in atom order:
1. O -0.497
2. N -0.227
3. N -0.430
4. C 0.156
5. C -0.403
6. C 0.131
7. H 0.259
8. H 0.387
9. H 0.241
10. H 0.383

=====

Record 6
DFT (ωB97M-V/def2-TZVPD) results for an isolated ion of composition C5H12NO and charge -1.

Structure (XYZ):
```
19
C5H12NO, DFT ωB97M-V/def2-TZVPD
O 1.06798 2.99815 0.04562
N 0.13215 0.07441 -0.65727
C -1.71572 -1.32210 0.19030
C -1.92514 -2.80802 -0.22405
C 1.44862 1.82634 0.59359
C 1.46345 0.66707 -0.43592
C -0.24114 -0.88879 0.35587
H 0.35790 -1.76946 0.11433
H 2.22111 -0.06680 -0.13140
H -2.39347 -3.34959 0.59450
H -0.05033 -0.66641 1.41418
H -2.35262 -1.01026 1.01349
H -2.08253 -0.79244 -0.69117
H -0.94772 -3.27556 -0.31141
H 2.45936 1.84282 1.05192
H 1.70859 1.16969 -1.36616
H -0.48552 0.88149 -0.69408
H -2.46744 -2.94912 -1.15001
H 0.74232 1.57116 1.43270
```

Results
max |F|: 1.52 eV/A
SMILES: CCCNCC[O-]
total charge: -1
ΔE to the lowest compared entry with this formula, charge and spin: 24.0 kcal/mol

Mulliken charges, unit e, in atom order:
1. O -0.897
2. N -0.490
3. C -0.515
4. C -1.050
5. C -0.359
6. C -0.636
7. C -0.383
8. H 0.195
9. H 0.401
10. H 0.246
11. H 0.275
12. H 0.491
13. H 0.228
14. H 0.322
15. H 0.220
16. H 0.283
17. H 0.261
18. H 0.293
19. H 0.114

=====

Record 7
DFT (ωB97M-V/def2-TZVPD) results for an isolated ion of composition C8H12ClN2 and charge +1.

Structure (XYZ):
```
23
C8H12ClN2, DFT ωB97M-V/def2-TZVPD
Cl 0.76314 2.34341 1.01293
N 1.32824 0.23484 -0.68353
N 3.42358 -0.54958 -0.78977
C -0.71880 1.56083 -1.05474
C -1.95183 1.10057 -1.37767
C 2.42197 -0.03039 -0.05327
C 0.23343 0.96179 -0.03685
C -2.65694 -0.03075 -0.84351
C -2.20667 -0.74499 0.20118
C -1.23921 -0.22196 1.13263
C -0.27024 -1.02790 1.88720
H 0.36836 -0.63641 2.71438
H 3.30263 -0.60532 -1.73363
H 0.32526 -1.82342 1.28199
H 1.33254 0.16127 -1.68980
H -1.75474 0.47372 1.79153
H -3.47939 -0.60667 -1.41048
H 4.33566 -0.91405 -0.34688
H 2.59221 0.04348 1.11076
H -0.24761 2.29066 -1.69917
H -2.48029 1.52386 -2.25562
H -0.90406 -1.72776 2.44326
H -2.51724 -1.77526 0.39906
```

Results
max |F|: 5.42 eV/A
SMILES: C/C=C/C=C\C=C(\Cl)NC=[NH2+]
total charge: +1
ΔE to the lowest compared entry with this formula, charge and spin: 76.1 kcal/mol

Mulliken charges, unit e, in atom order:
1. Cl -0.143
2. N -0.127
3. N -0.355
4. C -0.905
5. C -0.177
6. C 0.335
7. C 0.253
8. C -0.434
9. C -0.349
10. C 0.333
11. C -1.281
12. H 0.340
13. H 0.172
14. H 0.266
15. H 0.344
16. H 0.321
17. H 0.301
18. H 0.283
19. H 0.314
20. H 0.399
21. H 0.335
22. H 0.410
23. H 0.366

=====

Record 8
DFT (ωB97M-V/def2-TZVPD) results for an isolated molecule of C3H6N2O.

Structure (XYZ):
```
12
C3H6N2O, DFT ωB97M-V/def2-TZVPD
O -1.17083 -2.05003 -0.97930
N -0.60510 0.26498 0.32299
N 0.69317 0.86960 -1.52419
C -0.24685 -1.42455 -1.44671
C 0.18958 0.74531 1.47677
C 0.02266 -0.02944 -0.91673
H -0.19862 0.34778 2.43115
H -1.23924 -0.45846 0.61513
H 0.42023 -1.86805 -2.21819
H 0.19611 1.83635 1.59964
H 0.48283 1.60042 -0.82354
H 1.22656 0.41669 1.36648
```

Results
max |F|: 1.68 eV/A
SMILES: [H]/N=C(/C=O)NC
ΔE to the lowest compared entry with this formula, charge and spin: 45.9 kcal/mol

Mulliken charges, unit e, in atom order:
1. O -0.478
2. N -0.379
3. N -0.647
4. C 0.080
5. C -0.883
6. C 0.379
7. H 0.337
8. H 0.335
9. H 0.349
10. H 0.270
11. H 0.328
12. H 0.310

=====

> The lowest max |F| belongs to which entry?

C3H4N2O